No. 1
# C3H2F2OS2

One molecule with the formula C3H2F2OS2 (ωB97M-V/def2-TZVPD, OMol25).

strongest force on any atom	3.56	eV/Å
HOMO level	-0.3571	Ha
multiplicity	1
DFT total energy	-1186.80503	a.u.
LUMO level	-2.16	eV
ΔE to the lowest compared entry with this formula, charge and spin	0.298	eV
HOMO-LUMO gap	7.6	eV

Cartesian coordinates (Å):
O  -0.30058  -1.71524  0.46901
C  -0.82171  -0.67310  0.17005
S  -2.44745  -0.23283  -0.00610
C  -0.02717  0.58455  -0.07952
S  -0.70155  2.13170  0.09761
C  1.49838  0.42625  -0.14787
F  1.88467  0.10750  1.18591
F  1.78666  -0.53287  -1.02475
H  -2.89008  -1.50848  -0.12839
H  2.01881  1.41252  -0.53595



No. 2
# C3H2F2S2

One molecule with the formula C3H2F2S2 (ωB97M-V/def2-TZVPD, OMol25).

strongest force on any atom	3.56	eV/Å
HOMO level (spin up / spin down)	-0.3178 / -0.3022	Ha
multiplicity	1
DFT total energy	-1111.48274	a.u.
LUMO level (spin up / spin down)	-0.62 / -2.07	eV
ΔE to the lowest compared entry with this formula, charge and spin	2.831	eV
HOMO-LUMO gap (spin up / spin down)	8.0 / 6.2	eV

Cartesian coordinates (Å):
C  0.16162  0.42850  0.93435
C  0.52779  -0.89638  1.21224
C  -0.82934  0.61263  -1.60356
F  -0.68092  0.92888  -2.88151
F  -1.19944  -0.63277  -1.48280
S  0.21326  1.44635  -0.46570
S  1.45784  -1.98497  0.38413
H  0.08331  1.15484  1.73006
H  0.26587  -1.05708  2.17279



No. 3
# C3H2F3O3Pb

C3H2F3O3Pb as an isolated structure (ωB97M-V/def2-TZVPD, OMol25).

strongest force on any atom	3.77	eV/Å
HOMO level	-0.5329	Ha
multiplicity	1
DFT total energy	-833.39949	a.u.
LUMO level	-7.07	eV
total charge	+1
HOMO-LUMO gap	7.4	eV

Cartesian coordinates (Å):
O  0.05376  2.24611  -1.04621
C  -0.40617  1.20773  -0.89276
O  -0.83001  0.40812  -1.94622
C  -0.55426  0.56830  0.53466
O  0.70493  0.34636  1.15590
C  1.21099  -0.87163  0.87341
F  1.28710  -1.13772  -0.44813
F  0.55341  -1.87889  1.45723
F  2.45403  -0.88915  1.33963
H  -1.19379  -0.34351  0.50400
H  -1.10617  1.28964  1.16933
Pb  -2.17382  -0.94537  -2.70085



No. 4
# C3H2F3P3

One molecule with the formula C3H2F3P3 (ωB97M-V/def2-TZVPD, OMol25).

strongest force on any atom	3.41	eV/Å
HOMO level (spin up / spin down)	-0.2903 / -0.2936	Ha
multiplicity	3
DFT total energy	-1438.97555	a.u.
LUMO level (spin up / spin down)	-1.29 / -2.59	eV
HOMO-LUMO gap (spin up / spin down)	6.6 / 5.4	eV

Cartesian coordinates (Å):
C  -0.88679  0.75892  0.29144
C  -1.81816  -0.09336  -0.02084
C  -3.33334  0.05924  0.08414
F  -3.63714  1.13788  -0.64838
F  -3.92944  -0.98031  -0.36345
F  -3.78840  0.35015  1.30855
P  0.90003  0.49742  0.34060
P  -0.57070  -2.94225  -0.62361
P  0.75497  -1.55540  -0.03058
H  -1.20550  1.89024  0.28002
H  1.94951  -2.20922  -0.29334